Below is C5H6N2O as an isolated structure at a distorted geometry, with properties calculated with the ωB97M-V functional and the def2-TZVPD basis.

Each line ends with the Mulliken charge.
Cartesian coordinates (Å):
C (-0.6483, 0.3327, 0.3133)  0.578
C (1.8366, 0.5435, -0.0181)  0.021
C (2.1502, -0.5353, -0.6947)  -0.885
C (-1.9537, 0.9712, 0.0985)  -0.392
C (-3.0944, 0.2585, -0.0115)  0.143
H (-1.0521, -1.5642, 1.2701)  0.267
H (0.9074, -1.2306, 0.4347)  0.398
H (2.7214, 1.0994, 0.4894)  0.274
H (3.2240, -0.7474, -0.9790)  0.230
H (1.4638, -1.1538, -1.1629)  0.422
H (-1.8049, 2.1411, -0.0575)  0.258
N (-0.2613, -0.8774, 0.9077)  -0.514
N (-3.9175, -0.4600, -0.6214)  -0.494
O (0.4287, 1.2223, 0.0315)  -0.306

Spin multiplicity   1
HOMO   -7.973 eV
Strongest force on any atom   10.6 eV/Å
ΔE to the lowest compared entry with this formula, charge and spin   122.2 kcal/mol

Below is one molecule with the formula C5H6N2O at a distorted geometry, with properties calculated with the ωB97M-V functional and the def2-TZVPD basis.

Each line ends with the Mulliken charge.
Cartesian coordinates (Å):
C (-1.3114, 1.3593, 1.1487)  0.152
C (1.0580, -0.8149, -0.2962)  -0.426
C (0.9882, -1.6729, 0.8527)  0.049
C (-0.2010, 0.5861, 0.9278)  -0.012
C (-0.3949, 0.6830, -1.4919)  -0.849
N (-2.3404, 1.8567, 1.3227)  -0.429
N (0.1533, 0.1303, -0.2163)  0.093
O (0.4139, -1.3909, 1.8947)  -0.544
H (1.4381, -0.9750, -1.2579)  0.316
H (1.1279, -2.7548, 0.7064)  0.353
H (0.4942, 0.5258, 1.7314)  0.357
H (-0.2937, 1.8372, -1.5063)  0.316
H (0.3068, 0.2510, -2.2779)  0.258
H (-1.4391, 0.3792, -1.5379)  0.366

Spin multiplicity   1
HOMO (alpha / beta)   -8.251 / -8.251 eV
Strongest force on any atom   3.4 eV/Å
ΔE to the lowest compared entry with this formula, charge and spin   71.5 kcal/mol

Below is one molecule with the formula C5H6N2O at a distorted geometry, with properties calculated with the ωB97M-V functional and the def2-TZVPD basis.

Each line ends with the Mulliken charge.
Cartesian coordinates (Å):
C (-0.9756, 0.3377, 0.2053)  0.419
C (-1.1688, 1.0588, -0.9603)  -0.565
C (-0.0333, 0.7352, -1.8671)  -0.543
C (0.8378, -0.0597, -1.1364)  -0.209
C (0.8441, -0.8445, 1.2687)  -0.063
H (-2.2315, 0.8589, 1.4074)  0.343
H (-2.0301, 1.6633, -1.3023)  0.337
H (0.0758, 0.9891, -2.9421)  0.345
H (1.7851, -0.6328, -1.3402)  0.338
H (0.2121, -0.7771, 2.1763)  0.318
H (2.2108, -1.6808, 2.0863)  0.265
N (0.2147, -0.2521, 0.0716)  0.078
N (1.9712, -1.4490, 1.0556)  -0.546
O (-1.7123, 0.0531, 1.2772)  -0.516

Spin multiplicity   1
HOMO   -8.070 eV
Strongest force on any atom   5.0 eV/Å
ΔE to the lowest compared entry with this formula, charge and spin   28.8 kcal/mol
Structure (SMILES)   [H]/N=C/n1cccc1O

Below is C5H6N2O2 as an isolated structure at a distorted geometry, with properties calculated with the ωB97M-V functional and the def2-TZVPD basis.

Each line ends with the Mulliken charge.
Cartesian coordinates (Å):
C (1.4312, 0.4778, -1.9413)  -0.535
C (-0.1545, 0.0566, -0.2409)  1.247
C (-1.1093, -0.6261, -1.0966)  -0.566
C (-0.7240, 0.0414, 1.0410)  0.035
C (0.0774, 0.3385, 2.0067)  -0.234
H (2.1597, -0.7587, -1.8737)  0.247
H (0.2031, 0.3791, -2.4878)  0.244
H (2.0730, 1.5247, -2.0652)  0.248
H (-0.8738, -1.1383, -2.1860)  0.222
H (1.0166, 0.8442, 1.5143)  0.325
H (-1.1601, -0.1024, 3.5226)  0.417
N (-2.0642, -1.2203, -0.0972)  -0.474
N (-1.7787, -0.6166, 0.9717)  -0.222
O (0.9445, 0.7303, -0.5210)  -0.428
O (-0.0409, 0.0699, 3.4535)  -0.526

Spin multiplicity   1
HOMO   -8.843 eV
Strongest force on any atom   10.5 eV/Å
ΔE to the lowest compared entry with this formula, charge and spin   198.0 kcal/mol

Below is a 2-piece molecular cluster, C5H6N2O2 overall at a distorted geometry, with properties calculated with the ωB97M-V functional and the def2-TZVPD basis.

Each line ends with the Mulliken charge.
Cartesian coordinates (Å):
C (-2.0784, 0.5392, -0.3389)  0.959
C (-0.8487, 0.3933, -0.3352)  -0.400
C (0.4877, 0.2414, -0.2886)  0.317
C (-2.0501, -2.3367, 2.5745)  0.452
C (1.3877, 1.4468, -0.0936)  -1.186
N (-3.2904, 0.5058, -0.2144)  -0.749
N (-2.0590, -1.9732, 1.4429)  -0.377
O (-1.8702, -2.7527, 3.6245)  -0.408
O (1.1539, -0.8732, -0.5191)  -0.410
H (2.3731, 1.2304, -0.5243)  0.360
H (1.5762, 1.5969, 1.0267)  0.251
H (0.9699, 2.3066, -0.5674)  0.341
H (-3.8667, 1.3382, -0.2972)  0.243
H (-2.6881, -1.2748, 0.8955)  0.286
H (0.5286, -1.5367, -0.6566)  0.322

Spin multiplicity   1
HOMO   -8.885 eV
Strongest force on any atom   4.1 eV/Å
ΔE to the lowest compared entry with this formula, charge and spin   64.0 kcal/mol
Structure (SMILES)   CC(O)=C=C=N.N=C=O

Below is C5H6N2O2 as an isolated structure at a distorted geometry, with properties calculated with the ωB97M-V functional and the def2-TZVPD basis.

Each line ends with the Mulliken charge.
Cartesian coordinates (Å):
C (-0.6961, 0.2501, 1.3499)  0.123
C (-0.4953, 1.0757, 0.3224)  -0.330
C (0.4162, 0.4758, -2.0169)  -0.219
C (1.0625, -0.6929, -2.4376)  -0.391
C (-0.8705, -1.0788, 0.7163)  0.533
H (-0.1106, -0.3960, 3.2648)  0.354
H (-0.1297, 1.4937, 2.7657)  0.319
H (0.1174, 1.9474, 0.4420)  0.247
H (1.1256, 1.4492, -2.0847)  0.198
H (0.5369, -1.6109, -1.8829)  0.264
H (2.3308, -0.8558, -3.0028)  0.257
N (-0.8241, 0.5219, 2.8408)  -0.586
N (-0.5937, 0.4581, -0.8963)  0.175
O (-0.8080, -0.7955, -0.5259)  -0.278
O (-1.0614, -2.2419, 1.1451)  -0.664

Spin multiplicity   1
HOMO   -8.747 eV
Strongest force on any atom   6.6 eV/Å
ΔE to the lowest compared entry with this formula, charge and spin   171.1 kcal/mol

Below is a 2-piece molecular cluster, C5H6N2O2S overall at a distorted geometry, with properties calculated with the ωB97M-V functional and the def2-TZVPD basis.

Each line ends with the Mulliken charge.
Cartesian coordinates (Å):
C (0.2695, 0.9629, -0.9485)  -0.195
C (-0.4916, -0.2531, -1.0732)  -0.176
C (0.9896, 1.2948, 0.1699)  -0.356
C (-2.7549, 0.0844, 0.9103)  0.740
C (-0.5480, -1.0186, 0.0236)  -0.698
N (1.1208, 0.4597, 1.1447)  -0.448
N (-2.4669, 1.2650, 1.0178)  -0.537
O (-3.3205, -0.9341, 0.8143)  -0.458
O (1.5462, -2.1823, 1.1779)  -0.481
S (0.4482, -0.9420, 1.4355)  0.407
H (0.4230, 1.5067, -1.8750)  0.326
H (-1.2935, -0.0370, -1.8295)  0.275
H (1.4265, 2.2667, 0.4386)  0.359
H (-1.2223, -1.8381, 0.0298)  0.587
H (1.9440, -2.4834, 1.9831)  0.339
H (-1.6800, 1.8075, 0.7481)  0.316

Spin multiplicity   1
HOMO   -8.265 eV
Strongest force on any atom   4.4 eV/Å
ΔE to the lowest compared entry with this formula, charge and spin   101.8 kcal/mol

Below is a 2-piece molecular cluster, C5H6N2O2S overall at a distorted geometry, with properties calculated with the ωB97M-V functional and the def2-TZVPD basis.

Each line ends with the Mulliken charge.
Cartesian coordinates (Å):
C (-2.5495, 1.4677, -0.1549)  -0.684
C (-3.4959, 0.5318, 0.1007)  -0.163
C (-1.2416, -0.2809, 0.0263)  -0.106
C (0.8445, -1.3698, -0.1339)  0.787
C (3.1197, -0.6058, 0.1017)  -0.913
N (-1.2757, 0.9877, -0.1956)  -0.453
N (1.6860, -0.4039, -0.0120)  0.118
O (0.7914, -2.5466, -0.2319)  -0.442
O (1.3732, 0.9434, 0.0263)  -0.458
S (-2.7699, -1.0249, 0.3019)  -0.102
H (-2.7203, 2.5140, -0.3298)  0.413
H (-4.5573, 0.6485, 0.1862)  0.414
H (3.3235, -1.6530, 0.3116)  0.367
H (3.6131, -0.3018, -0.8219)  0.287
H (3.4785, 0.0214, 0.9177)  0.292
H (0.3802, 1.0722, -0.0924)  0.641

Spin multiplicity   1
HOMO (alpha / beta)   -9.016 / -9.015 eV
Strongest force on any atom   3.6 eV/Å
ΔE to the lowest compared entry with this formula, charge and spin   119.2 kcal/mol

Below is one molecule with the formula C5H6N2O3 at a distorted geometry, with properties calculated with the ωB97M-V functional and the def2-TZVPD basis.

Each line ends with the Mulliken charge.
Cartesian coordinates (Å):
C (0.7574, 1.1498, 0.1083)  0.348
C (1.6664, -0.6745, -0.4999)  0.827
C (-0.4698, 0.2192, 0.1143)  0.979
C (-1.1649, 0.0269, 1.3262)  -1.204
C (-0.8296, -0.1299, -1.2974)  -1.543
N (1.9453, 0.4386, 0.4981)  -0.169
N (1.0978, -1.4771, 0.4927)  -0.421
O (0.7538, 2.2526, -0.3679)  -0.490
O (1.9240, -0.7675, -1.6707)  -0.529
O (1.5669, -0.5446, 1.4395)  -0.144
H (-0.4123, 0.0683, 2.0654)  0.396
H (-1.9362, -0.7268, 1.1946)  0.369
H (-1.9267, 0.9583, 1.5985)  0.341
H (-1.9670, 0.0433, -1.4419)  0.321
H (-0.7274, -1.1509, -1.5559)  0.425
H (-0.2777, 0.3141, -2.0040)  0.495

Spin multiplicity   1
HOMO (alpha / beta)   -9.338 / -9.341 eV
Strongest force on any atom   5.7 eV/Å
ΔE to the lowest compared entry with this formula, charge and spin   167.9 kcal/mol

Below is one molecule with the formula C5H6N2O3S at a distorted geometry, with properties calculated with the ωB97M-V functional and the def2-TZVPD basis.

Each line ends with the Mulliken charge.
Cartesian coordinates (Å):
C (0.2269, 0.1007, 0.3352)  0.433
C (-2.0335, 1.7646, 0.4915)  -0.133
C (1.9922, -0.0513, -0.8011)  -0.590
C (2.3700, -1.0425, 0.3072)  -0.384
C (-1.6254, 0.3010, 0.5372)  -0.207
N (0.6604, 0.4745, -0.7535)  -0.433
N (-2.1549, -0.5707, -0.4890)  1.045
O (-1.9195, 2.5375, 1.3843)  -0.427
O (-2.6243, -0.1181, -1.5066)  -0.580
O (-2.1590, -1.7629, -0.2582)  -0.588
S (0.9576, -0.9577, 1.4667)  -0.145
H (-2.3610, 2.1636, -0.5764)  0.303
H (2.4955, 0.8664, -0.5832)  0.354
H (2.2008, -0.6030, -1.7320)  0.315
H (2.5529, -2.1004, -0.2312)  0.279
H (3.2843, -0.7871, 0.9142)  0.299
H (-1.8629, -0.2146, 1.4948)  0.460

Spin multiplicity   1
HOMO   -9.623 eV
Strongest force on any atom   6.5 eV/Å
ΔE to the lowest compared entry with this formula, charge and spin   144.9 kcal/mol
Structure (SMILES)   O=C[C@H](C1=NCCS1)[N+](=O)[O-]

Below is one molecule with the formula C5H6N2S at a distorted geometry, with properties calculated with the ωB97M-V functional and the def2-TZVPD basis.

Each line ends with the Mulliken charge.
Cartesian coordinates (Å):
C (-0.1946, -0.0038, -0.1998)  0.814
C (1.0666, -0.8006, -0.1529)  -0.498
C (2.3184, -0.3421, 0.2130)  -0.552
C (-1.0818, 0.2237, 1.0630)  -0.283
C (-1.1846, -0.5533, -1.0744)  -0.236
H (-1.3077, 1.9797, -0.4358)  0.261
H (0.8560, -1.7599, 0.3045)  0.306
H (3.3042, -0.8312, 0.5305)  0.268
H (2.3220, 0.7394, 0.0567)  0.155
H (-0.6107, 0.5226, 1.9419)  0.427
H (-0.8057, -0.9642, -2.0480)  0.368
N (-2.4081, 0.3292, 0.8308)  -0.362
N (-2.4302, -0.3751, -0.6302)  -0.419
S (0.1562, 1.8355, -0.3993)  -0.250

Spin multiplicity   1
HOMO   -9.481 eV
Strongest force on any atom   6.4 eV/Å
ΔE to the lowest compared entry with this formula, charge and spin   122.2 kcal/mol
Structure (SMILES)   C=CC1(S)C=NN=C1

Below is one molecule with the formula C5H6N2S at a distorted geometry, with properties calculated with the ωB97M-V functional and the def2-TZVPD basis.

Each line ends with the Mulliken charge.
Cartesian coordinates (Å):
C (1.8950, -0.8103, 0.4738)  -0.569
C (0.6730, -1.4057, 0.4379)  -0.350
C (1.7104, 0.4944, -0.1800)  0.743
C (0.1625, 0.7627, -0.3414)  -0.487
C (-2.5869, 0.4970, -0.2045)  -0.768
N (-0.3411, -0.4407, 0.1126)  0.126
N (2.7121, 1.2339, -0.5042)  -0.639
S (-1.9077, -1.1048, 0.3515)  0.006
H (2.8309, -1.2363, 0.7890)  0.373
H (0.2469, -2.3573, 0.8312)  0.317
H (-3.5197, 0.2039, -0.7095)  0.376
H (-1.7887, 0.9185, -0.7895)  0.319
H (-2.5741, 1.0791, 0.6754)  0.287
H (2.4875, 2.1655, -0.9422)  0.265

Spin multiplicity   1
HOMO   -8.858 eV
Strongest force on any atom   3.4 eV/Å
ΔE to the lowest compared entry with this formula, charge and spin   110.5 kcal/mol